Computed, not measured: C6H11O as an isolated structure, with ωB97M-V with the def2-TZVPD basis set.

Element x y z (Å)
O: -0.192 -0.697 -3.729
C: 0.525 -0.123 -1.527
C: 0.229 -0.240 0.080
C: -1.035 0.440 2.569
C: -0.434 -0.912 -2.411
C: 0.174 0.392 2.029
C: 0.700 1.067 0.826
H: 0.227 2.000 0.561
H: -1.706 1.287 2.513
H: -0.326 -2.020 -2.165
H: 1.610 -0.300 -1.502
H: 1.788 1.030 0.750
H: -1.476 -0.713 -2.054
H: 0.733 -1.175 0.282
H: -0.845 -0.290 -0.025
H: -1.353 -0.389 3.199
H: 0.485 0.919 -1.871
H: 0.896 -0.275 2.475

As for the charge: -2. The calculation puts the HOMO energy (alpha / beta) at 3.9 / 0.2 eV. Its energy above the lowest of the compared OMol25 structures with the same formula, charge and spin is 1.520 eV. As for the LUMO energy (alpha / beta): 6.738 / 6.885 eV. The energy comes out at -8440.8177 eV. The calculation puts the gap between HOMO and LUMO (alpha / beta) at 0.103 / 0.247 Eh. Its spin multiplicity is 2.

natural (NBO) atomic charge list, values in e, 8 entries: -0.99 -0.40 -0.42 -1.00 -0.02 -0.44 -0.49 0.21